No. 1
The following is a DFT calculation (ωB97M-V/def2-TZVPD) of a structure of composition C24H30Br3F12I2O9P.

Calculated values
LUMO energy: -0.904 eV
HOMO energy: -8.97 eV
gap between HOMO and LUMO: 8.06 eV

The geometry in ORCA input format:
```
! wB97M-V def2-TZVPD RIJCOSX def2/J DEFGRID3
* xyz 0 1
C 4.17 -0.55 -5.27
C 5.14 -1.81 -5.67
Br 4.56 -2.94 -7.25
C 6.40 -2.22 -4.98
Br 7.37 -3.82 -5.69
P 7.03 -1.25 -3.45
C 5.87 -2.31 -2.37
C 5.31 -1.57 -1.01
O 5.70 -2.06 0.20
Br 4.05 -0.02 -1.00
C 7.79 -0.32 -1.93
I 7.32 1.85 -1.77
C 8.65 -0.94 -0.89
C 9.04 -2.55 -0.94
I 9.41 0.45 0.68
H 3.14 -0.89 -4.81
H 4.65 0.24 -4.55
H 3.93 0.03 -6.28
H 8.36 -1.80 -3.75
H 6.75 0.04 -4.02
H 4.99 -2.80 -3.01
H 6.51 -3.24 -1.99
H 8.87 -3.03 -2.01
H 8.42 -3.10 -0.09
H 10.19 -2.60 -0.67
C 1.68 0.31 1.52
C 0.99 1.60 1.94
O -0.42 1.39 2.09
C -0.83 0.87 3.29
O -0.07 0.58 4.20
C -2.36 0.74 3.33
F -2.87 0.23 2.17
F -2.96 1.95 3.52
F -2.80 -0.07 4.33
H 1.22 -0.09 0.61
H 2.74 0.49 1.33
H 1.59 -0.45 2.29
H 1.12 2.36 1.16
H 1.43 2.01 2.86
C -1.40 1.71 -8.16
C -0.90 0.88 -6.99
O -0.35 -0.36 -7.46
C 0.95 -0.32 -7.89
O 1.64 0.70 -7.90
C 1.42 -1.71 -8.31
F 0.50 -2.38 -9.06
F 1.69 -2.51 -7.23
F 2.56 -1.69 -9.05
H -2.11 1.14 -8.76
H -1.89 2.62 -7.80
H -0.58 2.00 -8.82
H -1.74 0.63 -6.33
H -0.17 1.43 -6.38
C -2.41 2.18 7.00
C -3.39 1.03 7.16
O -4.06 1.12 8.42
C -5.15 1.95 8.46
O -5.56 2.60 7.50
C -5.81 1.91 9.84
F -4.90 1.96 10.86
F -6.53 0.77 10.04
F -6.66 2.95 10.06
H -1.72 2.22 7.84
H -1.83 2.07 6.07
H -2.93 3.14 6.97
H -2.84 0.08 7.16
H -4.10 0.99 6.33
C -6.31 -0.86 4.08
C -6.24 0.33 3.14
O -6.94 0.05 1.92
C -8.30 0.25 1.94
O -8.91 0.64 2.93
C -8.90 -0.04 0.57
F -8.41 -1.18 0.00
F -8.66 0.96 -0.32
F -10.26 -0.20 0.61
H -5.95 -1.77 3.59
H -5.72 -0.68 4.98
H -7.35 -1.05 4.39
H -5.19 0.52 2.87
H -6.62 1.24 3.61
*
```


No. 2
The following is a DFT calculation (ωB97M-V/def2-TZVPD) of a structure of composition C24H30Br54O5S.

Calculated values
LUMO energy: -0.534 eV
HOMO energy: -9.83 eV
gap between HOMO and LUMO: 9.30 eV

The geometry in ORCA input format:
```
! wB97M-V def2-TZVPD RIJCOSX def2/J DEFGRID3
* xyz 0 1
C 3.06 -2.38 1.38
O 3.18 -1.01 1.77
C 2.33 -0.17 1.04
C 0.82 -0.50 1.19
C 0.09 0.59 1.99
C -1.44 0.46 1.86
C -1.88 -0.66 0.98
O -3.27 -0.67 0.94
O -1.44 -0.53 -0.42
S 0.18 -0.43 -0.49
O 0.89 -1.41 -1.29
O 0.46 0.90 -0.97
H 4.04 -2.85 1.36
H 2.47 -2.91 2.13
H 2.56 -2.50 0.42
H 2.46 0.85 1.39
H 2.59 -0.14 -0.02
H 0.62 -1.44 1.71
H 0.35 0.43 3.04
H 0.44 1.55 1.62
H -1.87 0.24 2.83
H -1.85 1.41 1.53
H -1.55 -1.65 1.31
H -3.58 -1.57 0.82
C -1.98 -2.98 -3.94
Br -3.78 -3.65 -3.67
Br -1.14 -2.38 -2.32
Br -0.88 -4.27 -4.86
H -2.06 -2.11 -4.58
C 1.51 -1.13 -5.48
Br 2.10 -1.77 -7.20
Br 2.87 -0.07 -4.63
Br -0.17 -0.21 -5.63
H 1.34 -2.01 -4.86
C 3.09 2.85 -1.42
Br 1.76 4.22 -1.26
Br 4.34 3.21 -2.84
Br 4.03 2.56 0.25
H 2.58 1.93 -1.67
C 6.61 -2.10 -0.17
Br 6.76 -1.01 1.41
Br 5.25 -1.44 -1.36
Br 8.30 -2.30 -1.07
H 6.30 -3.09 0.15
C 4.18 0.93 -9.31
Br 4.41 2.04 -7.76
Br 2.79 1.58 -10.47
Br 5.84 0.68 -10.25
H 3.87 -0.05 -8.95
C 1.71 -1.22 6.27
Br 0.45 0.23 6.48
Br 2.42 -1.35 4.48
Br 3.11 -1.12 7.57
H 1.16 -2.14 6.45
C -4.56 0.68 -5.74
Br -5.98 1.98 -5.65
Br -3.25 1.13 -7.06
Br -3.73 0.40 -4.03
H -5.01 -0.26 -6.04
C -5.86 0.87 -10.62
Br -6.59 -0.23 -9.22
Br -6.11 2.74 -10.25
Br -4.00 0.47 -10.99
H -6.41 0.64 -11.52
C 8.86 1.75 -13.27
Br 7.50 3.11 -13.26
Br 10.15 2.05 -14.67
Br 9.71 1.58 -11.55
H 8.37 0.82 -13.48
C -4.46 -4.25 -8.72
Br -3.00 -4.48 -7.48
Br -6.15 -4.11 -7.81
Br -4.15 -2.74 -9.86
H -4.50 -5.13 -9.34
C -1.38 -5.07 6.83
Br -0.31 -5.95 8.16
Br -2.89 -4.17 7.61
Br -0.32 -3.86 5.76
H -1.76 -5.83 6.16
C 3.77 -6.43 7.04
Br 3.89 -4.60 6.46
Br 3.83 -7.66 5.57
Br 5.10 -6.85 8.37
H 2.80 -6.55 7.51
C -4.68 1.80 5.39
Br -5.24 2.85 6.91
Br -2.80 1.38 5.48
Br -5.75 0.21 5.19
H -4.83 2.40 4.51
C -7.76 3.74 10.32
Br -6.17 4.68 9.77
Br -7.40 2.56 11.80
Br -9.21 4.95 10.72
H -8.08 3.13 9.49
C -7.57 6.12 5.70
Br -8.48 6.05 7.40
Br -8.57 7.13 4.41
Br -5.78 6.78 5.90
H -7.50 5.11 5.33
C 6.39 -1.84 10.56
Br 6.27 -3.76 10.52
Br 7.23 -1.16 8.97
Br 4.67 -1.03 10.85
H 7.02 -1.57 11.40
C -11.63 8.23 8.77
Br -12.55 8.09 10.45
Br -12.65 9.22 7.48
Br -9.86 8.95 8.98
H -11.52 7.23 8.38
C 11.33 -0.22 -7.91
Br 12.01 -1.05 -6.31
Br 9.41 -0.30 -8.00
Br 11.98 1.58 -8.10
H 11.71 -0.78 -8.75
*
```


No. 3
The following is a DFT calculation (ωB97M-V/def2-TZVPD) of the ion C24H30BrN3O3PS2 with charge +1.

Calculated values
LUMO energy: -3.214 eV
HOMO energy: -11.09 eV
gap between HOMO and LUMO: 7.87 eV

The geometry in ORCA input format:
```
! wB97M-V def2-TZVPD RIJCOSX def2/J DEFGRID3
* xyz 1 1
N 2.89 1.86 3.61
C 3.06 1.52 2.23
O 4.13 1.62 1.69
C 1.80 0.99 1.49
C 1.88 -0.58 1.55
P 1.77 -1.42 -0.07
C 0.01 -1.77 -0.42
C -0.57 -3.05 0.23
C -1.06 -2.86 1.67
S -2.66 -2.02 1.86
C -2.27 -0.24 1.66
S -1.69 0.56 2.95
N -2.48 0.26 0.37
C -3.82 0.03 -0.12
C -4.95 -0.03 0.67
C -6.16 -0.30 0.07
C -6.28 -0.52 -1.28
C -5.15 -0.45 -2.08
C -3.95 -0.18 -1.48
C -2.03 1.63 0.18
C -2.62 2.75 0.74
C -2.07 3.98 0.47
C -0.99 4.16 -0.36
C -0.41 3.04 -0.93
C -0.95 1.81 -0.65
C 2.35 -0.35 -1.45
C 3.67 0.41 -1.14
C 4.58 0.49 -2.39
N 5.18 1.72 -2.79
O 4.77 -0.53 -3.01
C 2.84 -2.93 -0.02
C 3.06 -3.58 -1.40
O 4.16 -3.97 -1.67
Br 1.64 -3.79 -2.71
H 1.90 1.96 3.82
H 3.25 1.08 4.16
H 1.69 1.40 0.49
H 0.94 1.32 2.08
H 1.12 -0.92 2.26
H 2.84 -0.87 1.99
H -0.53 -0.85 -0.18
H -0.07 -1.90 -1.51
H 0.20 -3.83 0.22
H -1.38 -3.40 -0.41
H -0.34 -2.35 2.32
H -1.20 -3.87 2.09
H -4.87 0.11 1.74
H -7.07 -0.38 0.66
H -7.23 -0.76 -1.75
H -5.16 -0.63 -3.15
H -3.05 -0.16 -2.10
H -3.47 2.64 1.40
H -2.50 4.86 0.94
H -0.56 5.13 -0.58
H 0.44 3.09 -1.60
H -0.48 0.93 -1.10
H 1.54 0.38 -1.57
H 2.38 -0.91 -2.39
H 3.39 1.44 -0.88
H 4.17 -0.01 -0.27
H 5.62 2.17 -1.99
H 4.53 2.34 -3.26
H 2.35 -3.61 0.69
H 3.82 -2.64 0.38
*
```